# 1
Below is one molecule with the formula CF6P2S2, with properties calculated with ωB97M-V/def2-TZVPD.

Summary:
- E_HOMO: -10.3 eV

```
11
Properties=species:S:1:pos:R:3:forces:R:3:mulliken_charge:R:1
F 3.29800 1.33215 0.64231 -0.6 -0.3 -0.2 -0.249
P 2.16361 0.18673 0.68556 2.0 -0.2 1.5 0.474
F 3.17695 -1.01921 0.41420 -0.2 0.3 -0.1 -0.193
S 1.37959 0.52681 -1.19664 -1.6 -1.2 -0.9 -0.134
P -0.23591 -0.89105 -0.58438 -0.9 -1.3 -2.8 0.454
F -1.30873 -1.05933 -1.86689 2.2 0.2 1.5 -0.288
S 0.26826 -2.57574 0.23839 -0.5 1.8 -0.6 -0.261
C -1.34111 0.33854 0.24217 0.1 0.0 -0.5 0.829
F -0.50634 0.84293 1.10420 0.9 1.8 2.0 -0.206
F -2.31935 -0.18674 0.91011 -1.5 -1.0 0.5 -0.215
F -1.82639 1.31167 -0.52602 0.2 -0.1 -0.3 -0.212
```
Forces are in eV/Å.

# 2
Below is one molecule with the formula CFN5O2, with properties calculated with ωB97M-V/def2-TZVPD.

Summary:
- E_HOMO: -11.7 eV

```
9
Properties=species:S:1:pos:R:3:forces:R:3:mulliken_charge:R:1
O -0.23735 -1.51477 -1.42203 -0.8 -0.3 -1.6 -0.513
N -0.70898 -0.39340 -1.34655 1.6 -0.2 2.4 0.971
O -1.33534 0.29629 -2.07450 -0.8 -0.1 -1.3 -0.495
C -0.30176 0.15720 -0.07673 1.6 1.1 2.6 0.294
N -0.92269 0.95385 0.79337 -2.5 -1.6 -3.8 -0.185
N -0.21009 1.06150 1.84410 1.9 1.2 1.2 -0.228
N 0.94471 0.53209 1.68518 2.1 -2.1 0.5 -0.344
N 0.92848 -0.12200 0.51747 -3.4 1.4 -0.5 0.655
F 1.84302 -0.97076 0.07969 0.4 0.5 0.5 -0.155
```
Forces are in eV/Å.

# 3
Below is a 2-piece molecular cluster, CFNO2 overall, with properties calculated with ωB97M-V/def2-TZVPD.

Summary:
- E_HOMO (alpha / beta): -11.0 / -11.0 eV

```
5
Properties=species:S:1:pos:R:3:forces:R:3:mulliken_charge:R:1
C -1.05958 0.11160 -0.05086 2.4 0.1 1.2 0.566
N 0.11294 -0.14891 -0.19654 -0.8 0.9 -1.2 0.207
O -2.17675 0.34738 0.11441 -0.9 0.1 -0.5 -0.334
O 1.27366 -0.52180 0.10118 1.5 -0.8 0.6 -0.151
F 2.68147 0.46848 0.03214 -2.2 -0.2 -0.2 -0.287
```
Forces are in eV/Å.

# 4
Below is a 2-piece molecular cluster, CFNO2 overall, with properties calculated with ωB97M-V/def2-TZVPD.

Summary:
- E_HOMO (alpha / beta): -9.7 / -9.7 eV

```
5
Properties=species:S:1:pos:R:3:forces:R:3:mulliken_charge:R:1
C 0.75198 0.04978 -0.05189 1.7 -1.0 -1.2 0.464
N -1.34427 0.29195 -0.20206 -2.2 -3.6 0.4 0.234
O -2.10275 -0.60470 -0.07840 3.5 3.4 -0.5 -0.140
O 1.75878 -0.45516 -0.47511 -2.7 0.3 0.6 -0.377
F 0.83609 1.17962 0.61779 -0.3 0.9 0.7 -0.181
```
Forces are in eV/Å.

# 5
Below is one molecule with the formula CFNOS, with properties calculated with ωB97M-V/def2-TZVPD.

Summary:
- E_HOMO: -12.1 eV

```
5
Properties=species:S:1:pos:R:3:forces:R:3:mulliken_charge:R:1
C -0.71352 0.26211 -0.27575 -2.2 -1.7 -0.5 0.313
N -1.47959 -0.33477 -0.93695 1.7 1.7 1.6 -0.317
O 1.62976 0.26048 -0.43847 3.3 -0.6 -2.0 -0.349
F 0.70982 -0.60788 1.75960 -0.1 2.0 -1.7 -0.295
S 0.81628 0.69494 0.60263 -2.7 -1.4 2.7 0.648
```
Forces are in eV/Å.

# 6
Below is one molecule with the formula CFNOS, with properties calculated with ωB97M-V/def2-TZVPD.

Summary:
- E_HOMO: -10.9 eV

```
5
Properties=species:S:1:pos:R:3:forces:R:3:mulliken_charge:R:1
N 2.28612 -0.04534 0.49305 4.5 -0.7 2.1 -0.335
C 1.27753 0.15779 0.04995 -4.0 0.4 -1.3 0.532
O 0.18362 0.28985 -0.56390 -3.3 0.8 0.7 -0.519
S -1.63771 0.41461 0.44738 3.1 -0.8 -1.8 0.458
F -2.10956 -0.81691 -0.42649 -0.3 0.3 0.4 -0.136
```
Forces are in eV/Å.

# 7
Below is a 2-piece molecular cluster, CFO5S overall, with properties calculated with ωB97M-V/def2-TZVPD.

Summary:
- Multiplicity: 3
- E_HOMO (alpha / beta): -2.4 / -4.9 eV
- Charge: -1
- <S²>: 2.02

```
8
Properties=species:S:1:pos:R:3:forces:R:3:mulliken_charge:R:1
C -2.10138 0.20116 0.03583 -1.2 -1.4 0.4 0.799
O -2.11524 1.33006 0.31347 -0.2 0.7 0.2 -0.427
O -2.45888 -0.92164 -0.07019 0.3 0.9 0.0 -0.478
O 0.75440 -1.37772 0.78803 -0.6 -0.7 2.3 -0.469
O -0.31940 0.13187 -0.84598 -0.1 0.1 -0.3 -0.467
O 2.03735 0.90769 0.05003 -12.0 4.2 -0.6 -0.240
F 3.35892 0.36484 0.14258 11.8 -4.7 0.8 -0.302
S 0.84423 -0.63628 -0.41377 2.1 0.8 -2.8 0.583
```
Forces are in eV/Å.

# 8
Below is one molecule with the formula CFP, with properties calculated with ωB97M-V/def2-TZVPD.

Summary:
- E_HOMO: -9.4 eV

```
3
Properties=species:S:1:pos:R:3:forces:R:3:mulliken_charge:R:1
F -0.45132 -1.36062 -0.45765 1.0 2.8 0.9 -0.130
C -0.03850 -0.14609 -0.07087 1.5 4.8 1.9 0.031
P 0.48982 1.50671 0.52852 -2.4 -7.6 -2.8 0.099
```
Forces are in eV/Å.

# 9
Below is CH10BrN2Sn as an isolated structure, with properties calculated with ωB97M-V/def2-TZVPD.

Summary:
- E_HOMO (alpha / beta): -0.8 / 0.1 eV
- Charge: -1

```
15
Properties=species:S:1:pos:R:3:forces:R:3:mulliken_charge:R:1
C -2.87568 0.64608 0.56801 -0.2 2.7 -0.8 -0.802
Sn 1.14382 0.88057 0.98513 -0.7 1.8 0.6 -0.393
N 2.86243 -0.35477 0.23875 0.8 0.6 0.4 -1.193
N 0.23981 -0.26820 -1.33828 0.2 -0.1 -1.0 -1.190
H 2.64134 -1.33679 0.29621 0.2 -0.5 -0.1 0.309
H -2.38537 1.63688 0.68915 0.2 -0.5 0.9 0.211
H -3.72111 0.62528 1.33323 1.6 -0.8 -0.8 0.260
H -2.00199 -0.04183 0.42792 -1.5 0.0 0.6 -0.012
H -3.32585 1.00964 -0.39171 0.0 -1.4 0.2 0.289
H 0.53941 -1.23629 -1.39574 0.1 -0.4 0.1 0.248
H 0.72081 0.20994 -2.11322 0.0 0.0 0.5 0.623
H -0.73370 -0.28372 -1.63074 -0.3 0.1 0.2 0.325
H 3.17490 -0.00422 -0.66949 0.0 -0.3 0.2 0.600
H 3.47715 -0.02906 1.01132 -0.2 -0.6 -0.8 0.409
Br 0.24402 -1.45350 1.98946 -0.1 -0.6 0.1 -0.686
```
Forces are in eV/Å.

# 10
Below is CH10MoN3O2 as an isolated structure, with properties calculated with ωB97M-V/def2-TZVPD.

Summary:
- Multiplicity: 3
- E_HOMO (alpha / beta): -13.0 / -13.0 eV
- Charge: +1
- <S²>: 2.02

```
17
Properties=species:S:1:pos:R:3:forces:R:3:mulliken_charge:R:1
C 1.28700 1.58980 0.13070 0.6 0.4 -0.5 -1.076
Mo 0.00000 0.00000 0.00000 -2.9 3.1 -0.5 0.803
N -1.53550 -1.67640 -0.01600 -0.8 -1.0 0.0 -0.711
N -0.03030 0.26080 -2.24930 -0.1 0.0 0.1 -0.793
H -2.48270 -1.35950 0.23550 0.4 -0.1 -0.1 0.320
H 1.22020 -0.86770 0.29740 2.3 -1.8 0.8 0.236
H 1.84690 1.60860 1.07690 -0.1 0.1 -0.2 0.341
H 0.63380 2.48480 0.07480 0.4 -0.2 0.0 0.405
H 2.00090 1.59470 -0.71250 0.0 0.3 0.4 0.335
H -0.94090 0.48690 -2.67460 0.3 -0.1 0.3 0.344
H 0.31150 -0.57410 -2.74490 -0.1 0.3 0.2 0.349
H 0.60430 1.02460 -2.52280 -0.2 -0.3 0.2 0.339
H -1.63450 -2.20250 -0.89420 0.0 0.1 0.5 0.298
H -1.28070 -2.37000 0.69990 -0.2 0.2 -0.3 0.337
O -1.85140 1.43320 3.25510 0.4 -0.2 -2.1 -0.348
N -1.13580 0.82320 2.52160 0.8 -1.2 3.1 0.336
O -1.20530 1.01760 1.22360 -0.9 0.4 -1.8 -0.514
```
Forces are in eV/Å.

# 11
Below is a 3-piece molecular cluster, CH10N2O2 overall, with properties calculated with ωB97M-V/def2-TZVPD.

Summary:
- E_HOMO: -9.2 eV

```
15
Properties=species:S:1:pos:R:3:forces:R:3:mulliken_charge:R:1
N 0.20920 0.84405 1.31043 2.4 -0.3 -0.4 -0.525
C 0.57315 -0.46955 0.83289 -1.5 -0.6 0.6 -0.460
N 0.01797 -0.89789 -0.47861 -0.7 1.0 -0.3 -0.668
H -0.73134 1.15967 1.42240 -0.4 -0.1 -0.5 0.260
H 0.87156 1.44682 0.84325 -0.8 0.9 0.3 0.243
H 0.22977 -1.16870 1.59705 0.1 -0.4 -0.2 0.338
H 1.66820 -0.54739 0.76912 -0.4 0.2 0.0 0.308
H -0.03964 -0.05407 -1.04899 0.8 0.1 -0.2 0.191
H -0.99507 -1.06169 -0.48782 0.4 -0.6 0.9 0.262
O 1.45930 -2.71959 -1.98639 0.3 -0.3 1.2 -0.707
H 1.71648 -3.36134 -1.29602 0.0 0.1 -0.8 0.314
H 1.05543 -2.03673 -1.39469 -0.2 -0.1 -0.6 0.452
O -2.16398 2.62094 0.05818 -0.1 -0.3 0.1 -0.647
H -2.28778 3.44124 0.54491 0.1 0.1 -0.2 0.321
H -1.58325 2.80423 -0.68571 0.0 0.2 0.1 0.319
```
Forces are in eV/Å.

# 12
Below is a 3-piece molecular cluster, CH10N2O2 overall, with properties calculated with ωB97M-V/def2-TZVPD.

Summary:
- E_HOMO: -9.3 eV

```
15
Properties=species:S:1:pos:R:3:forces:R:3:mulliken_charge:R:1
N 3.37548 -0.31032 -0.82863 -0.1 -0.1 0.0 -0.601
C 2.59520 -0.42924 0.36842 -1.7 0.3 0.6 -0.264
N 1.14021 -0.22051 0.07492 0.5 0.5 -1.4 -0.619
H 3.10698 -1.05084 -1.46901 0.0 0.0 0.0 0.265
H 3.05875 0.54929 -1.26097 0.3 0.1 -0.3 0.218
H 2.68955 -1.40610 0.83311 0.2 -0.1 0.0 0.338
H 2.90515 0.33526 1.07511 0.4 0.0 0.2 0.286
H 1.01718 0.72028 -0.30403 0.1 -0.3 0.1 0.186
H 0.41931 -0.31073 0.76033 0.2 -0.4 1.0 0.191
O -4.85594 2.25862 -1.91956 0.3 0.1 0.1 -0.644
H -4.06373 1.89421 -1.49659 -0.3 0.2 -0.2 0.322
H -4.75943 3.22113 -1.87497 0.0 -0.4 0.0 0.322
O -2.01481 -1.45775 2.14492 -0.5 0.7 1.1 -0.629
H -2.85017 -1.80919 2.49052 0.4 0.1 -0.3 0.310
H -1.76374 -1.98410 1.40646 0.1 -0.8 -0.9 0.318
```
Forces are in eV/Å.

# 13
Below is a 4-piece molecular cluster, CH10N2O3 overall, with properties calculated with ωB97M-V/def2-TZVPD.

Summary:
- E_HOMO: -9.6 eV

```
16
Properties=species:S:1:pos:R:3:forces:R:3:mulliken_charge:R:1
H 0.92476 -2.98182 0.21211 0.3 -0.6 0.3 0.189
N 0.27470 -2.26634 -0.02565 -0.2 0.6 -0.6 -0.666
C -0.25204 -1.68926 0.97905 -0.2 0.1 0.7 0.094
N -1.14557 -0.68986 0.87533 -0.3 0.7 -0.5 -0.490
H -0.07699 -1.95663 2.02370 0.2 -0.3 -0.1 0.341
H -1.29129 -0.03411 1.62349 0.2 -0.2 0.5 0.303
H -1.16428 -0.14646 0.02450 0.0 -0.4 -0.4 0.228
O 0.58112 1.84013 -0.75517 0.6 -0.6 -1.7 -0.690
H 0.60696 0.98425 -1.28144 -0.1 0.5 0.4 0.367
H 0.50790 2.52928 -1.42854 0.0 -0.1 0.2 0.320
O 0.56008 -0.56851 -2.14689 -1.2 0.1 0.8 -0.780
H 0.39791 -1.24597 -1.41106 0.2 0.1 -0.5 0.431
H 1.47852 -0.63190 -2.34688 1.1 -0.2 -0.3 0.318
O -0.54813 1.98164 1.46924 -0.1 0.2 0.5 -0.692
H -0.88234 2.87738 1.51679 -0.2 0.2 0.2 0.272
H 0.02869 1.99817 0.67141 -0.3 -0.2 0.2 0.455
```
Forces are in eV/Å.

# 14
Below is a 4-piece molecular cluster, CH10N2O4 overall, with properties calculated with ωB97M-V/def2-TZVPD.

Summary:
- E_HOMO: -9.8 eV

```
17
Properties=species:S:1:pos:R:3:forces:R:3:mulliken_charge:R:1
N -0.10176 -1.75223 -0.60746 0.2 0.0 -0.2 -0.346
C 0.86023 -1.79954 -1.62824 -1.7 -0.5 1.0 0.513
N 1.86228 -0.92043 -1.39884 0.8 0.8 0.3 -0.335
O 0.73613 -2.59847 -2.53078 0.5 0.4 -0.4 -0.612
H -0.06318 -1.11946 0.16741 0.2 0.2 0.0 0.150
H -0.96131 -2.25415 -0.70900 0.1 -0.3 -0.2 0.200
H 2.42965 -0.53555 -2.12914 0.0 -0.5 -0.4 0.232
H 1.75612 -0.27839 -0.62987 0.0 0.0 0.0 0.210
O -1.12465 1.19645 2.01507 0.7 -0.3 -0.7 -0.644
H -0.83395 1.03237 2.91593 -0.5 0.3 0.1 0.302
H -1.87059 1.79747 1.96153 -0.1 0.0 0.5 0.330
O 1.97095 1.58908 0.90202 -0.2 0.0 0.0 -0.632
H 2.55819 2.34554 0.98981 0.0 0.0 0.0 0.306
H 1.11687 1.88787 1.24193 0.0 -0.1 -0.1 0.322
O -3.06153 0.44208 0.02670 -0.2 -0.1 0.9 -0.666
H -3.13218 0.63181 -0.90687 0.5 0.0 -0.2 0.318
H -2.14128 0.33555 0.31982 -0.4 0.1 -0.6 0.353
```
Forces are in eV/Å.

# 15
Below is a 3-piece molecular cluster, CH10NO2 overall, with properties calculated with ωB97M-V/def2-TZVPD.

Summary:
- Multiplicity: 2
- E_HOMO (alpha / beta): -2.9 / -12.0 eV
- <S²>: 0.75

```
14
Properties=species:S:1:pos:R:3:forces:R:3:mulliken_charge:R:1
C -1.26706 0.35836 0.53577 -1.8 0.2 0.6 -1.947
N -0.32488 -0.39929 -0.33112 -0.3 1.7 0.5 -0.938
H -1.81198 -0.43781 1.08646 0.1 0.7 -0.2 0.784
H -0.80309 1.01732 1.25512 0.8 -0.3 0.1 0.522
H -1.99522 1.08211 0.04755 1.0 -1.5 -0.3 0.375
H -0.83977 -1.04786 -0.90785 -0.6 -1.0 -0.5 0.989
H 0.37259 -0.91080 0.22510 0.2 -0.5 0.2 0.419
H 0.16067 0.22752 -0.95124 0.5 0.7 -0.6 0.277
H 1.50184 -1.87599 1.76232 0.1 0.2 0.8 0.450
H 0.96704 -3.00774 0.91934 -1.3 -2.3 0.2 0.488
O 1.41842 -2.20287 0.86951 1.4 2.1 -0.9 -1.306
H 1.28417 2.38211 -0.83386 3.2 2.5 3.7 0.347
H 0.56898 2.77026 -2.20992 0.9 -2.3 2.7 0.344
O 0.76829 2.04469 -1.46720 -4.1 -0.2 -6.4 -0.802
```
Forces are in eV/Å.

# 16
Below is a 4-piece molecular cluster, CH10NO3 overall, with properties calculated with ωB97M-V/def2-TZVPD.

Summary:
- Multiplicity: 2
- E_HOMO (alpha / beta): -5.2 / -9.7 eV
- <S²>: 0.75

```
15
Properties=species:S:1:pos:R:3:forces:R:3:mulliken_charge:R:1
C 1.04127 -0.20283 0.73722 0.4 0.0 0.3 -0.217
N 2.11825 -0.17344 -0.11220 0.6 0.0 -0.3 -0.349
H 1.13855 -0.83033 1.60529 -0.1 -0.1 0.0 0.318
H 0.07893 0.15692 0.44865 0.0 0.0 0.0 -0.125
H 2.14784 0.39236 -0.94350 -0.4 -0.1 0.1 0.177
H 2.81556 -0.89606 -0.07263 -0.1 0.0 0.1 0.178
H -1.14515 -3.18918 -0.42780 0.1 0.1 0.0 0.292
H -1.70518 -2.67749 0.88459 0.1 0.1 -0.1 0.304
O -1.13904 -2.41465 0.14646 -0.3 -0.3 0.1 -0.595
H -1.15758 2.32291 1.39061 0.1 0.0 0.0 0.315
H -2.48834 1.64973 1.02353 0.0 0.1 0.1 0.282
O -1.54221 1.49279 1.09438 -0.2 0.0 -0.2 -0.589
H -0.51975 1.03966 -1.10541 0.3 -0.1 0.3 0.333
H -0.36288 1.63123 -2.45959 0.4 0.0 -0.1 0.287
O 0.17047 1.25042 -1.75018 -0.7 0.3 -0.3 -0.609
```
Forces are in eV/Å.

# 17
Below is a 4-piece molecular cluster, CH10NO4 overall, with properties calculated with ωB97M-V/def2-TZVPD.

Summary:
- E_HOMO: -4.2 eV
- Charge: -1

```
16
Properties=species:S:1:pos:R:3:forces:R:3:mulliken_charge:R:1
N -0.09962 0.62738 -2.56179 0.0 1.0 -0.8 -0.729
C 0.94603 0.54449 -1.50265 -2.6 -2.0 -0.1 -0.258
O 0.36903 -0.03200 -0.38811 1.3 0.6 0.5 -0.930
H -0.23124 -0.26591 -3.01739 0.0 -0.1 0.3 0.236
H -0.98200 0.88294 -2.12076 0.3 -0.2 0.0 0.252
H 1.67154 -0.13096 -2.02345 0.5 0.8 0.6 0.277
H 1.23112 1.57328 -1.27634 0.8 0.0 -0.2 0.231
H -0.13302 2.04286 1.70822 0.1 -0.5 -0.7 0.295
H 0.85206 0.94918 0.99072 -1.2 0.0 -0.5 0.367
O 0.66779 1.51627 1.78446 0.8 0.4 1.1 -0.759
H -0.37540 -1.28089 0.06480 -0.8 -0.3 -0.4 0.541
H -1.80750 -2.14248 0.17265 0.0 0.5 -0.2 0.239
O -0.91465 -2.05279 0.49567 1.0 -0.4 -0.1 -0.774
H -0.40452 -1.31914 2.02378 -0.8 0.0 0.7 0.349
H -0.17212 -0.02849 2.76532 -0.1 0.0 0.1 0.384
O -0.61751 -0.88373 2.88487 0.6 0.1 -0.2 -0.720
```
Forces are in eV/Å.

Max |F|: 3.26 4.82 2.69 4.86 4.09 5.04 12.71 8.50 2.79 4.25 2.46 1.86 1.84 2.08 7.54 0.85 3.30 (eV/Å)